The following is a quantum chemistry calculation of C59H63AsBN14O2PPb as an isolated structure, from the OMol25 dataset.

Output
2S+1: 1
Net charge: +4
Highest occupied orbital energy (spin up / spin down): -15.43 / -15.43 eV

XYZ file:
```
142
Properties=species:S:1:pos:R:3:forces:R:3:lowdin_charge:R:1
Pb -0.22394 0.40372 -0.47214 -0.11 -0.01 0.18 1.49
C -3.13270 -0.62736 -4.51492 -0.11 0.06 -0.13 -0.09
C -2.35358 -0.64799 -3.36744 0.17 -0.02 0.16 -0.12
N -1.95454 0.46490 -2.76586 0.01 0.00 -0.03 0.04
C -2.36437 1.62192 -3.29151 -0.13 0.18 0.13 -0.21
C -3.17375 1.62757 -4.42138 -0.08 -0.05 -0.19 -0.05
N -3.54161 0.51553 -5.04847 0.07 0.04 0.14 0.13
C -2.08862 2.89108 -2.54556 0.01 -0.28 0.06 -0.19
C -2.21803 4.13836 -3.13838 -0.01 0.10 -0.03 0.05
C -2.12763 5.27292 -2.33185 0.00 0.15 -0.22 -0.13
C -1.89039 5.11629 -0.97759 -0.06 -0.05 0.32 0.06
C -1.71161 3.82812 -0.46211 -0.10 0.02 -0.28 -0.19
N -1.80224 2.75163 -1.25053 0.02 -0.03 0.07 0.11
C -1.40275 3.53930 0.94382 -0.22 -0.26 -0.02 -0.20
C -0.52127 4.25370 1.64677 0.06 0.11 0.10 -0.02
N -0.06771 3.82320 2.88526 0.09 0.02 0.26 0.04
C -0.70216 2.62830 3.50683 -0.03 0.18 -0.04 -0.12
C -1.70990 1.96380 2.62410 -0.09 0.07 -0.02 -0.05
N -1.98342 2.33166 1.43919 0.15 0.23 -0.04 0.12
C -2.35518 6.63176 -2.90876 -0.02 -0.03 0.05 -0.10
C -3.19360 6.79405 -4.01748 -0.06 -0.24 0.09 0.05
C -3.44332 8.05895 -4.52710 0.16 0.15 0.13 0.02
N -2.82632 9.00618 -3.87403 -0.05 0.44 -0.14 0.27
C -2.02350 9.02461 -2.84234 -0.20 -0.08 -0.19 0.01
C -1.76500 7.76303 -2.32926 0.10 -0.25 0.09 0.05
H -3.44576 -1.54200 -5.00582 0.01 0.02 0.04 0.12
H -2.06163 -1.58378 -2.89981 0.02 0.00 -0.06 0.09
H -3.56816 2.55399 -4.82269 0.02 -0.05 -0.03 0.12
H -2.39226 4.21795 -4.20308 0.05 0.03 0.05 0.12
H -1.92944 5.95314 -0.29128 0.06 0.00 -0.05 0.13
H -0.04623 5.14273 1.24258 -0.01 -0.11 0.02 0.14
H -1.10693 2.84123 4.49945 -0.09 0.06 -0.05 0.16
H -2.22561 1.08238 3.00897 0.13 0.03 -0.05 0.13
H -3.70653 5.96716 -4.48694 0.02 -0.06 0.03 0.14
H -4.08558 8.28478 -5.37354 0.04 0.06 0.08 0.17
H -1.62712 9.95917 -2.45701 -0.04 -0.03 -0.09 0.17
H -1.08811 7.69671 -1.48917 -0.01 -0.06 0.01 0.14
C 2.47617 -2.95912 3.49391 0.03 0.02 -0.12 -0.01
C 2.28780 -2.50166 2.07996 -0.02 -0.25 -0.20 -0.27
C 2.84092 -3.02723 0.92062 0.05 -0.04 0.07 0.02
C 2.31611 -2.25767 -0.13405 0.00 -0.31 -0.06 -0.26
N 1.46149 -1.36155 0.35828 -0.13 0.29 0.20 0.00
N 1.46319 -1.50245 1.71414 -0.08 0.48 0.10 0.03
B 0.56051 -0.63031 2.66290 0.26 -0.10 -0.11 -0.55
N -0.91815 -1.02013 2.34033 -0.06 0.00 -0.06 0.01
N -1.49766 -0.70660 1.14772 0.08 -0.06 0.11 -0.07
C -2.74101 -1.21146 1.15630 -0.02 -0.02 -0.21 -0.24
C -2.94940 -1.89104 2.35302 -0.12 0.01 0.08 0.06
C -1.78235 -1.73339 3.08527 0.12 -0.05 0.14 -0.25
C -1.48135 -2.21586 4.47098 -0.05 0.02 -0.12 0.01
C -3.70787 -0.99729 0.05693 0.07 -0.14 0.17 -0.18
C -4.40298 -2.08097 -0.47935 0.05 -0.08 -0.15 -0.04
C -5.36500 -1.88010 -1.45883 0.04 -0.03 0.04 -0.06
C -5.65996 -0.59046 -1.88904 -0.03 0.00 -0.03 -0.07
C -4.99130 0.49039 -1.33464 0.03 0.01 -0.01 -0.07
C -4.01453 0.29006 -0.36648 -0.07 0.20 0.03 -0.05
N 0.83402 0.88148 2.52298 0.02 -0.03 -0.15 0.02
N 1.28251 1.46875 1.36943 0.00 -0.55 0.04 0.05
C 1.66384 2.68475 1.52820 -0.11 0.35 -0.05 -0.19
C 1.28834 3.18383 2.90567 -0.01 -0.11 -0.09 -0.08
C 0.68014 1.90301 3.57041 0.05 -0.07 -0.19 -0.33
C 1.14780 1.48916 4.94349 0.08 -0.01 0.00 0.01
C 2.16013 3.54956 0.43848 0.02 -0.13 0.27 -0.18
C 2.15728 3.14982 -0.89548 -0.01 -0.09 -0.12 -0.08
C 2.58618 4.00212 -1.89921 -0.01 0.03 0.05 -0.08
C 3.03596 5.28254 -1.58568 0.04 -0.03 0.06 -0.08
C 3.06793 5.68762 -0.25635 -0.04 -0.04 0.00 -0.07
C 2.63159 4.82622 0.74458 0.05 0.14 0.01 -0.03
C 2.63223 -2.37569 -1.57880 -0.02 -0.01 0.22 -0.19
C 2.27097 -1.39687 -2.50263 0.02 -0.01 -0.02 -0.06
C 2.64063 -1.49545 -3.83534 -0.04 -0.03 -0.04 -0.07
C 3.37890 -2.58511 -4.27769 0.02 -0.05 -0.01 -0.07
C 3.73965 -3.57505 -3.37211 -0.04 0.03 0.03 -0.07
C 3.37111 -3.46719 -2.03670 -0.02 -0.14 -0.04 -0.05
H 3.14572 -3.81823 3.51522 -0.01 0.04 -0.01 0.09
H 1.52926 -3.26146 3.94033 0.04 0.01 0.00 0.07
H 2.89464 -2.17485 4.12715 -0.03 -0.01 -0.01 0.08
H 3.48604 -3.89436 0.86815 0.05 0.26 -0.01 0.12
H 0.77521 -0.96552 3.79318 -0.06 0.06 -0.13 0.11
H -3.85389 -2.38650 2.67072 0.05 0.06 -0.01 0.13
H -2.37151 -2.67626 4.89283 0.00 0.00 0.00 0.10
H -1.17901 -1.39778 5.12498 -0.01 -0.01 -0.03 0.09
H -0.68201 -2.95774 4.47853 -0.03 0.02 -0.03 0.08
H -4.19087 -3.08356 -0.12330 -0.05 0.07 0.02 0.10
H -5.90828 -2.72439 -1.86507 0.00 0.02 0.01 0.11
H -6.43555 -0.43081 -2.62804 0.03 -0.01 0.01 0.12
H -5.25497 1.49885 -1.63598 0.02 -0.05 0.03 0.11
H -3.53050 1.13476 0.11230 0.03 -0.05 -0.08 0.08
H 2.03850 3.75544 3.44827 0.01 0.00 0.02 0.15
H 1.15565 2.35388 5.60802 -0.02 -0.02 0.00 0.10
H 2.15758 1.07467 4.90049 -0.05 0.01 0.00 0.09
H 0.48916 0.73738 5.38119 0.03 0.03 -0.03 0.09
H 1.86202 2.14274 -1.15549 0.06 -0.02 -0.01 0.05
H 2.58101 3.66203 -2.92878 -0.03 0.03 0.03 0.11
H 3.36795 5.95484 -2.36795 -0.03 -0.02 0.02 0.11
H 3.41876 6.67865 0.00550 0.01 -0.05 -0.01 0.11
H 2.65966 5.16304 1.77521 -0.03 0.00 -0.05 0.12
H 1.73661 -0.51487 -2.18210 0.00 0.09 0.06 0.03
H 2.36755 -0.70988 -4.52931 0.00 -0.02 0.01 0.11
H 3.68248 -2.65594 -5.31477 -0.02 0.00 0.04 0.12
H 4.32644 -4.42402 -3.70066 0.00 0.03 0.01 0.12
H 3.67332 -4.24751 -1.34646 0.02 0.09 -0.01 0.11
C -2.30401 -4.99279 -1.39695 -0.08 -0.06 0.00 -0.30
As -0.52167 -4.24003 -1.56425 0.00 -0.06 -0.03 1.28
C 0.52392 -5.63986 -0.72132 0.05 -0.03 0.08 -0.27
C -0.04706 -4.40409 -3.55175 0.07 0.25 -0.25 -0.26
C -0.23302 -5.79923 -3.86096 -0.05 -0.31 -0.07 -0.29
C -1.49572 -6.29724 -4.29660 0.27 0.21 0.07 -0.02
C -1.63137 -7.60824 -4.66111 0.15 -0.24 0.02 -0.02
C -0.52245 -8.47045 -4.57993 -0.02 0.06 0.02 0.02
C 0.72831 -8.00454 -4.13825 -0.17 -0.18 -0.05 -0.02
C 0.86906 -6.69698 -3.76340 -0.18 0.23 0.00 -0.02
H -2.33278 -6.03054 -1.72114 -0.02 -0.01 0.03 0.04
H -3.02590 -4.40018 -1.95723 0.02 -0.01 0.00 0.02
H -2.56830 -4.95184 -0.33966 0.02 0.01 0.01 0.03
H 0.25800 -6.61982 -1.11138 -0.01 -0.01 0.04 0.04
H 0.30181 -5.61357 0.34515 0.01 0.03 0.02 0.04
H 1.58520 -5.44809 -0.86955 -0.03 0.00 0.02 0.01
H 0.98232 -4.05828 -3.60021 0.05 0.06 0.05 0.06
H -0.71638 -3.71752 -4.06508 -0.06 -0.01 0.08 0.08
H -2.33976 -5.62148 -4.36490 0.03 0.02 -0.01 0.13
H -2.58136 -7.98451 -5.01638 0.03 -0.01 0.00 0.13
H -0.63472 -9.51071 -4.86007 0.01 0.04 -0.01 0.13
H 1.57245 -8.68011 -4.10218 -0.03 -0.01 0.01 0.13
H 1.82557 -6.32300 -3.41686 -0.02 0.03 -0.04 0.12
N 6.38122 -0.37496 2.20440 -0.34 0.01 0.33 0.14
C 5.52756 0.80651 1.84254 -0.11 0.11 0.18 -0.16
P 5.73435 1.02513 0.02506 0.06 -0.34 -0.61 0.39
O 6.56604 -0.17277 -0.34037 -0.21 0.24 0.16 -0.33
O 4.47032 1.41899 -0.65708 0.03 -0.14 0.10 -0.32
C 6.77344 2.52374 -0.22585 0.11 0.26 -0.18 -0.17
N 6.58075 2.84014 -1.69336 0.09 -0.10 0.19 0.16
H 6.71029 -0.71825 1.26805 0.16 -0.20 -0.39 0.10
H 5.82543 -1.09391 2.66848 0.25 -0.01 0.04 0.16
H 7.18454 -0.13695 2.78282 -0.02 -0.04 0.08 0.17
H 5.80856 1.67774 2.42974 -0.02 -0.04 0.07 0.11
H 4.48471 0.55702 2.03940 0.01 0.07 -0.01 0.10
H 7.83075 2.37238 -0.02592 0.04 0.06 -0.07 0.11
H 6.39202 3.37746 0.33171 0.03 0.01 0.02 0.11
H 5.57120 2.74050 -1.88207 -0.11 -0.03 0.06 0.13
H 7.06736 2.15433 -2.27487 0.03 -0.02 -0.01 0.17
H 6.90392 3.77054 -1.95417 0.04 0.04 0.03 0.17
```
Forces are in eV/Å.

***

The following is a quantum chemistry calculation of the molecule C6H7Cl2N3S in a non-equilibrium geometry, from the OMol25 dataset.

Output
SMILES string: ClC1(Cl)C[C@@H]1CSc1nnc[nH]1
Energy above the lowest of the compared OMol25 structures with the same formula, charge and spin: 0.00 kcal/mol
2S+1: 1
Highest occupied orbital energy: -8.87 eV

XYZ file:
```
19
Properties=species:S:1:pos:R:3:forces:R:3:lowdin_charge:R:1
Cl -3.56574 -3.07252 -0.91653 0.41 1.31 0.45 0.56
C -3.18440 -1.36650 -0.40795 0.23 -0.09 0.89 -1.11
Cl -3.59197 -0.18531 -1.67900 0.39 -0.56 0.60 0.60
C -3.45087 -0.98259 1.05662 -0.08 -0.30 -1.75 -0.14
C -2.01609 -1.13299 0.57444 -0.39 0.40 0.35 -0.36
C -1.18111 0.16590 0.60669 -0.78 -0.65 -0.43 -0.46
S 0.45310 -0.19368 -0.09085 0.43 0.58 0.47 0.95
C 1.36446 1.02918 0.81386 0.17 0.31 0.64 -0.66
N 0.96072 1.72571 1.85921 0.09 -0.07 -0.89 0.00
N 1.98476 2.57356 2.20675 0.50 0.01 0.57 0.00
C 3.01421 2.32794 1.44707 -0.69 -0.21 -0.44 -0.19
N 2.65644 1.37164 0.53585 0.54 -0.90 -1.35 0.05
H -3.86911 0.00437 1.20493 0.21 0.10 -0.01 0.11
H -3.92758 -1.74937 1.62523 0.03 -0.41 0.45 0.09
H -1.47686 -2.01823 0.95884 -0.43 0.44 -0.54 0.13
H -1.09888 0.53791 1.63209 0.24 -0.25 -0.18 0.08
H -1.66417 0.94798 0.01201 0.08 -0.15 0.07 0.07
H 3.99701 2.79126 1.43670 -0.42 -0.02 0.21 0.12
H 3.21452 0.99226 -0.24487 -0.52 0.46 0.89 0.16
```
Forces are in eV/Å.

***

The following is a quantum chemistry calculation of a 2-piece molecular cluster, C3H9N2O overall in a non-equilibrium geometry, from the OMol25 dataset.

Output
Energy above the lowest of the compared OMol25 structures with the same formula, charge and spin: 127.23 kcal/mol
2S+1: 1
Net charge: +1
Highest occupied orbital energy (spin up / spin down): -13.56 / -13.56 eV

XYZ file:
```
15
Properties=species:S:1:pos:R:3:forces:R:3:lowdin_charge:R:1
C 0.75518 -0.48862 1.19848 2.26 2.97 -0.07 -0.04
C -1.49632 -0.35752 -0.27624 1.44 -1.51 -0.14 -0.01
C 0.03965 -0.17195 -0.11449 0.92 -2.32 -0.67 -0.35
N 0.93999 -1.70409 -1.45001 -1.79 -0.55 2.03 0.17
N 0.66107 0.78655 -0.95004 1.52 0.67 0.55 0.11
O 1.40288 -1.10537 -2.31396 0.80 0.94 -0.63 0.05
H 0.42768 0.33849 1.84892 0.05 0.04 0.11 0.09
H 1.95892 -0.34108 1.24387 -2.84 -0.57 -0.72 0.15
H 0.50731 -1.32772 1.79327 -0.50 -1.32 -0.25 0.07
H -2.04104 0.27714 0.43257 0.09 -0.36 0.03 0.10
H -1.79700 -0.08482 -1.29420 0.02 -0.04 0.16 0.08
H -1.71366 -1.48414 -0.14780 0.11 1.92 0.07 0.13
H 1.35063 1.46135 -0.51263 -0.64 -1.37 -0.33 0.20
H 1.23997 0.13202 -1.86331 -0.55 1.03 0.55 0.13
H 0.00988 1.38558 -1.40379 -0.91 0.47 -0.71 0.14
```
Forces are in eV/Å.